Record 1
DFT (the ωB97M-V functional and the def2-TZVPD basis) results for an isolated molecule of C19H18N2O4S in a non-equilibrium geometry.

XYZ file:
```
44
Properties=species:S:1:pos:R:3:forces:R:3:mulliken_charge:R:1
S 0.672591 -0.722381 0.888799 -0.09 -0.04 0.14 -0.16
O 3.530458 -0.256117 -5.970520 -0.19 0.16 0.50 -0.48
O 3.448123 -2.519348 -6.369009 -0.17 -0.29 0.34 -0.49
O -0.211268 3.064163 0.919824 -0.04 0.04 0.02 -0.59
O -0.632896 1.262034 2.196268 -0.15 -0.21 0.44 -0.28
N 0.164526 -4.311856 1.129171 -0.14 -0.20 0.30 -0.52
N 1.680597 -0.675822 -1.555750 -0.06 0.06 0.27 -0.35
C -4.094710 1.790165 4.552746 0.03 0.33 0.03 -0.62
C 3.014211 -0.875252 -4.875635 -0.13 -0.27 0.25 0.99
C -0.022392 1.915713 1.221952 0.36 0.07 -0.46 0.46
C -2.732730 2.007363 5.204924 -0.07 -0.28 -0.06 -0.67
C 2.042239 -2.613094 -2.961820 -0.07 0.37 0.27 1.02
C 0.995569 1.031089 0.532403 -0.08 -0.31 0.03 -0.28
C 2.489160 -3.146926 -4.194756 0.25 0.16 -0.56 -1.39
C -1.646147 1.944360 2.953345 -0.40 0.18 0.23 0.16
C 3.806726 -1.269087 -6.912957 0.52 0.15 -1.23 -0.25
C 2.593943 -0.325363 -3.704901 0.22 -0.04 -0.54 -0.95
C 2.962616 -2.270881 -5.118806 -0.13 0.07 0.34 0.95
C 1.211625 -1.446496 -0.612160 0.14 0.23 -0.11 0.62
C 2.094861 -1.208088 -2.718117 0.00 -0.69 -0.23 -0.52
C -1.629334 1.370656 4.365356 0.16 0.25 -0.20 -0.66
C 1.111116 -2.861560 -0.751609 0.41 0.45 -0.87 0.08
C 1.532699 -3.427200 -1.935676 -0.04 0.30 0.18 -0.54
C 0.589490 -3.653380 0.292151 -0.17 -0.35 0.30 -0.24
C -4.105524 2.369450 3.141438 -0.03 -0.28 0.02 -0.69
C -3.007664 1.734391 2.294009 0.25 0.25 -0.04 -0.77
H 2.630542 0.732529 -3.512941 0.00 0.15 0.04 0.51
H 3.227689 -1.085694 -7.831572 0.07 -0.04 0.28 0.25
H -2.543112 3.078942 5.300330 0.01 0.07 0.08 0.33
H 1.993615 1.284869 0.893973 -0.06 0.11 -0.08 0.30
H 4.881306 -1.265207 -7.153872 -0.25 -0.01 0.15 0.25
H -5.074789 2.194531 2.671637 -0.01 0.10 -0.03 0.33
H 1.471223 -4.496948 -2.077477 -0.02 -0.07 0.02 0.50
H -1.400674 3.014151 2.963810 -0.04 -0.17 0.02 0.34
H -3.945477 3.448809 3.189601 -0.06 0.08 -0.01 0.34
H -0.652726 1.546927 4.819362 0.04 -0.05 -0.02 0.33
H -4.308102 0.720241 4.507474 -0.06 -0.07 0.03 0.32
H -1.780404 0.291754 4.299869 0.01 -0.09 0.02 0.28
H -2.996170 2.173625 1.294378 0.02 -0.06 -0.02 0.36
H 2.450345 -4.207194 -4.381132 0.01 -0.15 -0.06 0.45
H 0.968698 1.163926 -0.549509 -0.01 0.15 0.21 0.35
H -4.873400 2.263161 5.153719 -0.05 -0.07 0.03 0.31
H -3.183068 0.660784 2.195308 0.01 -0.06 -0.03 0.29
H -2.723381 1.574261 6.206371 0.04 0.08 0.04 0.33
```
Forces are in eV/Å.

max |F| = 1.3 eV/Å
lowest unoccupied orbital energy = -0.0095 Eh
gap between HOMO and LUMO = 7.974 eV
SMILES = N#Cc1cc2cc3c(cc2nc1SCC(=O)OC1CCCCC1)OCO3
DFT total energy = -1543.5001 hartree

***

Record 2
DFT (the ωB97M-V functional and the def2-TZVPD basis) results for C19H18NO4SY as an isolated structure.

XYZ file:
```
44
Properties=species:S:1:pos:R:3:forces:R:3:mulliken_charge:R:1
Y -0.778924 -1.848122 -0.713641 0.16 -0.05 0.20 1.41
S 0.467610 -3.506238 0.964225 -0.36 -0.07 -0.14 -0.53
O 0.453912 -1.631796 -2.364622 -0.01 -0.11 -0.14 -0.65
O 1.734362 -1.019856 -4.087192 0.13 0.04 -0.01 -0.61
O 3.891871 3.238382 -1.959985 -0.05 -0.03 0.02 -0.48
O 3.762130 2.975999 0.326168 -0.04 -0.01 -0.02 -0.50
N -1.789769 -3.993962 -0.412961 0.02 0.28 -0.09 -0.29
C 1.430994 -0.938251 -2.924330 -0.33 0.05 0.18 0.43
C -1.733546 1.143870 0.715473 -0.03 0.10 0.03 -0.68
C 2.575573 0.816409 0.280830 0.04 0.03 -0.09 -0.99
C 2.729920 1.144620 -2.537427 -0.01 -0.03 0.06 -1.18
C -0.270411 2.910398 1.567255 0.01 0.05 0.02 -1.51
C -2.407043 3.475009 0.385111 0.01 0.02 0.00 -1.63
C -3.077573 -5.993675 -0.358682 0.01 0.14 -0.05 -0.68
C -2.156011 -6.539616 0.537747 -0.03 -0.07 0.00 -0.09
C -2.851156 -4.715048 -0.806513 0.03 -0.16 0.06 -0.16
C 2.024123 -0.121948 -0.598150 -0.03 0.05 0.21 -0.12
C -1.070130 -5.805603 0.949668 -0.03 -0.01 -0.01 -0.78
C -1.747448 0.041839 0.194912 0.00 -0.18 -0.12 -0.69
C 3.185183 1.903025 -0.291617 -0.01 -0.05 0.02 0.84
C 4.395045 3.719171 -0.717049 -0.01 -0.02 0.01 -0.23
C 3.262062 2.057159 -1.668256 0.02 0.02 -0.02 0.99
C -0.896483 -4.503020 0.459967 0.21 -0.04 0.17 0.73
C -1.723310 2.478465 1.330843 -0.01 0.00 -0.02 2.25
C -2.472751 2.433096 2.667893 0.00 0.02 0.04 -1.68
C 2.081941 0.034122 -1.975424 0.13 0.02 -0.11 -0.03
H 1.601001 -1.010095 -0.131084 0.09 -0.03 -0.19 0.41
H -3.513092 2.141949 2.522725 0.00 -0.01 -0.02 0.42
H -3.941953 -6.543794 -0.698329 0.00 -0.03 0.01 0.38
H 4.140328 4.771620 -0.608868 0.07 0.00 0.00 0.25
H 0.284943 2.946208 0.629266 -0.01 -0.01 -0.01 0.30
H -1.884466 3.518635 -0.570605 0.00 0.00 -0.01 0.38
H 2.522889 0.686765 1.351812 0.01 0.02 0.02 0.50
H -0.349314 -6.209706 1.644796 0.03 0.03 0.00 0.40
H -0.252623 3.904020 2.020443 0.01 0.01 0.00 0.41
H -3.524542 -4.231508 -1.503142 -0.01 -0.02 0.00 0.39
H -2.009388 1.718034 3.347885 0.01 -0.01 0.00 0.38
H -2.400108 4.471791 0.831468 0.00 0.00 0.00 0.37
H -2.295977 -7.545630 0.912342 -0.01 0.00 0.00 0.39
H -2.451441 3.419687 3.136038 -0.01 0.00 0.00 0.36
H 5.475119 3.548055 -0.672710 0.00 0.05 0.00 0.26
H 0.238419 2.217938 2.238713 -0.01 -0.02 0.00 0.34
H -3.440932 3.186422 0.195888 -0.01 -0.01 0.01 0.41
H 2.780966 1.255181 -3.610880 0.00 0.00 -0.01 0.52
```
Forces are in eV/Å.

max |F| = 0.4 eV/Å
lowest unoccupied orbital energy = -0.0031 Eh
gap between HOMO and LUMO = 8.333 eV
DFT total energy = -1527.1087 hartree

***

Record 3
DFT (the ωB97M-V functional and the def2-TZVPD basis) results for a 2-piece molecular cluster, C19H18NO6PS overall in a non-equilibrium geometry.

XYZ file:
```
46
Properties=species:S:1:pos:R:3:forces:R:3:mulliken_charge:R:1
S 1.269189 -4.581785 3.536232 0.08 0.20 0.00 -0.42
P 1.493217 -3.259580 2.114717 -0.02 -0.96 0.70 0.27
O 1.724509 8.902787 -1.361938 0.25 -0.06 -0.20 -0.61
O 3.337489 7.066338 -2.433863 -0.27 0.27 0.19 -0.56
O -3.122311 0.962632 1.003480 0.63 -0.16 -0.35 -0.55
O -0.873935 5.666679 0.812123 0.30 -0.26 -0.20 -0.57
O 0.800072 3.825142 -0.200769 -0.20 0.20 0.16 -0.45
O 0.965853 -0.443079 3.174199 -0.16 -0.08 -0.55 -0.53
N -1.391766 -4.776287 -2.643176 0.04 -0.42 0.43 -0.62
C -2.090104 -3.127858 0.142555 -0.67 0.23 -0.18 -0.69
C 1.030518 4.984959 -0.500380 0.45 -0.06 -0.34 0.87
C 0.138086 6.064995 0.041043 -0.30 0.33 0.19 0.41
C -0.080217 -2.671471 1.381840 0.67 0.76 0.25 0.39
C 0.351175 1.072406 1.438850 0.23 -0.92 0.29 -0.49
C -0.568774 -5.026775 0.560237 0.21 -0.28 -0.67 -1.16
C -1.641840 -0.920731 0.845200 0.10 1.48 0.32 0.77
C 2.131828 5.372783 -1.365364 -0.12 -0.19 0.12 -1.06
C -1.982382 0.555885 0.910945 -0.16 -0.06 0.11 -0.28
C 0.210029 -5.322342 -0.773541 -0.34 0.43 0.24 -0.69
C -0.464704 -1.333438 1.443365 0.71 0.27 0.45 0.85
C 0.352366 7.356531 -0.236905 0.11 0.14 -0.09 -0.91
C -0.683339 -5.847754 -1.911649 0.54 -0.09 -0.18 -0.73
C -0.781702 1.460044 0.877327 -0.23 0.20 -0.22 -0.28
C 0.367319 -0.266965 2.134396 -0.05 0.32 -0.07 -0.06
C 2.344510 6.665157 -1.646255 0.33 -0.38 -0.22 0.39
C -0.913696 -3.555365 0.717487 0.16 -1.83 -0.10 0.43
C 1.469541 7.747386 -1.085008 -0.46 0.14 0.32 0.97
C -2.459113 -1.805976 0.197729 -0.63 0.17 -0.27 -1.17
H 1.038687 -6.006891 -0.567714 -0.17 0.00 -0.10 0.38
H -2.746107 -3.825980 -0.363464 0.17 -0.10 0.10 0.52
H -3.364453 -1.430237 -0.268782 0.01 -0.15 0.10 0.48
H 2.208379 -3.799167 1.015077 -0.20 0.37 0.00 0.06
H -0.010708 -5.396229 1.422965 -0.02 0.14 -0.13 0.20
H -1.374359 -6.592654 -1.498862 -0.05 0.15 -0.16 0.33
H -0.810176 4.696200 0.862872 -0.07 -0.01 0.09 0.31
H -2.388636 -4.845015 -2.491166 0.02 0.22 -0.04 0.30
H 2.756458 4.585038 -1.762223 0.02 0.02 -0.01 0.44
H 1.262307 1.663080 1.424567 -0.19 0.04 0.22 0.46
H -0.061002 -6.375808 -2.646632 0.00 0.00 0.25 0.32
H 2.275077 -2.168981 2.538806 -0.26 -0.05 -0.56 0.10
H -1.064235 -3.882021 -2.301986 -0.25 0.09 -0.12 0.28
H 3.270752 8.039743 -2.471783 0.05 0.03 -0.03 0.36
H 0.644432 -4.374102 -1.124959 0.22 -0.24 0.04 0.48
H -0.802625 2.433727 0.401165 -0.47 -0.17 0.02 0.48
H -0.281130 8.142937 0.148229 -0.01 -0.02 0.02 0.43
H -1.484482 -5.627956 0.511018 -0.01 0.27 0.19 0.55
```
Forces are in eV/Å.

max |F| = 1.8 eV/Å
lowest unoccupied orbital energy = -0.0691 Eh
gap between HOMO and LUMO = 6.746 eV
SMILES = NCCCc1ccc2c(c1[PH2]=S)C(=O)C=CC2=O.O=C1C=C(O)C(=O)C=C1O
DFT total energy = -1980.5170 hartree

***

Record 4
DFT (the ωB97M-V functional and the def2-TZVPD basis) results for C19H19BBrN2O7PdS3 as an isolated structure.

XYZ file:
```
53
Properties=species:S:1:pos:R:3:forces:R:3:lowdin_spin:R:1
Pd 1.209320 2.102688 0.035865 0.46 0.01 0.39 0.01
Br 3.512948 4.160646 -1.187266 0.01 -0.01 0.00 0.00
S 2.872484 -0.304939 -0.800622 -0.29 0.19 0.06 0.01
S -1.768512 -0.021487 1.178735 0.14 -0.07 0.14 0.49
S 1.918286 0.464843 2.668125 0.04 0.13 -0.23 0.00
O 1.090749 1.518031 1.971039 -0.12 0.03 -0.30 0.00
O 3.324941 0.747967 2.658735 0.03 -0.01 0.04 0.00
O -0.854706 0.054668 -0.003413 -0.13 0.00 -0.15 0.40
O 1.298318 0.214292 3.942340 0.00 -0.05 0.14 0.00
O 1.804602 -0.356125 -1.784301 0.12 -0.02 0.02 0.04
O 4.160160 -0.748205 -1.260327 0.10 0.03 0.12 0.02
O 2.954170 1.055023 -0.161201 -0.27 0.07 -0.23 0.00
N 1.334666 2.622982 -1.915799 0.14 -0.10 0.25 0.00
N -0.382395 3.278865 0.234263 -0.03 -0.18 0.10 0.00
C 1.711173 -1.068287 1.728346 0.05 -0.04 -0.09 0.01
C 2.401899 -2.764251 0.083228 -0.02 0.03 0.03 0.01
C -3.182964 1.000843 0.795226 -0.08 -0.01 -0.06 0.06
C 2.369302 3.301598 -2.398315 -0.09 0.03 -0.18 0.00
C 1.715442 2.796792 -4.625825 0.02 0.01 -0.03 0.00
C 0.623448 2.110965 -4.120652 0.00 0.01 0.10 0.00
C -1.097933 -3.241530 0.088456 0.02 0.03 -0.01 0.01
C -1.322588 3.935105 0.345597 0.02 0.20 -0.03 0.00
C 1.701554 -3.725587 0.714644 0.03 -0.03 -0.05 0.20
C 2.604686 3.406003 -3.758751 -0.01 0.03 0.00 0.00
C 1.002739 -2.022830 2.367754 -0.10 -0.02 0.08 0.19
C -1.682186 -3.797188 2.343865 0.04 -0.02 0.03 0.00
C 0.759055 -3.397970 1.822738 0.04 -0.06 0.00 0.06
C -3.024034 -3.819173 1.999128 -0.03 0.00 -0.02 0.00
C -3.407573 -3.555710 0.690837 -0.01 -0.01 0.00 0.00
C -0.706752 -3.509331 1.394627 -0.03 0.05 0.02 0.04
C 0.473870 2.033063 -2.751070 -0.03 -0.05 -0.07 0.00
C -2.440368 -3.268880 -0.260702 -0.01 0.00 -0.01 0.01
C 2.350993 -1.396805 0.485002 -0.07 -0.09 0.00 0.37
B -2.619459 4.846430 0.476628 0.08 -0.11 -0.05 0.00
H -2.914006 2.055228 0.809859 -0.01 -0.01 0.00 0.01
H -2.938180 5.164724 -0.650963 0.00 -0.01 0.00 0.00
H 0.892842 -4.118229 2.641308 0.00 0.02 0.00 0.02
H -0.320582 1.474069 -2.275285 0.00 -0.01 -0.01 0.00
H -0.352294 -2.975770 -0.649743 0.01 0.00 -0.01 0.00
H -3.561125 0.724500 -0.189210 -0.01 0.00 -0.01 0.01
H -3.476975 4.168529 1.007210 0.00 0.04 0.00 0.00
H 3.465566 3.953554 -4.110100 -0.01 0.00 -0.01 0.00
H -3.770941 -4.039212 2.751350 -0.01 0.00 0.01 0.00
H -4.455122 -3.568718 0.417298 -0.01 0.00 0.00 0.00
H -1.383338 -3.996505 3.367362 -0.01 0.00 0.01 0.00
H -2.326064 5.806038 1.152316 0.01 0.00 0.01 0.00
H -3.942773 0.807099 1.553101 0.00 -0.01 0.02 0.00
H 3.015365 -3.006498 -0.775550 0.01 0.00 -0.01 0.00
H 0.549628 -1.777438 3.319101 0.01 0.01 0.01 0.01
H 1.880546 2.858038 -5.693504 0.00 0.00 -0.01 0.00
H 1.750623 -4.752929 0.373185 0.01 0.00 0.01 0.01
H -0.088956 1.618117 -4.764406 0.00 -0.01 -0.01 0.00
H -2.729558 -3.047122 -1.280243 -0.01 0.00 -0.01 0.00
```
Forces are in eV/Å.

charge = -1
2S+1 = 3
max |F| = 0.6 eV/Å
lowest unoccupied orbital energy (alpha / beta) = 0.0790 / 0.0623 Eh
gap between HOMO and LUMO (alpha / beta) = 7.092 / 8.519 eV
DFT total energy = -5292.9532 hartree
⟨S²⟩ = 2.040